Entry 1:
{"formula": "C40H46MgP2Si", "method": "the ωB97M-V functional and the def2-TZVPD basis", "total_energy_ha": -2723.9495, "homo_ev": -7.85, "relative_energy_ev": 0.000, "charge": 0, "symbols": ["Mg", "C", "C", "C", "C", "C", "C", "C", "C", "C", "H", "H", "H", "H", "H", "H", "H", "H", "H", "H", "H", "H", "H", "H", "H", "P", "P", "C", "C", "C", "C", "C", "C", "C", "C", "C", "C", "C", "C", "C", "C", "C", "C", "C", "C", "C", "C", "C", "C", "C", "C", "C", "C", "H", "H", "H", "H", "H", "H", "H", "H", "H", "H", "H", "H", "H", "H", "H", "H", "H", "H", "H", "H", "H", "H", "C", "Si", "C", "C", "C", "C", "H", "H", "H", "H", "H", "H", "H", "H", "H"], "positions_angstrom": [[1.937, -1.583, 4.791], [-2.729, 0.026, 5.184], [-2.771, -0.176, 3.861], [-2.957, 0.837, 2.773], [-1.677, 1.462, 2.159], [-0.681, 2.065, 3.100], [-0.906, 2.507, 4.343], [-2.221, 2.563, 5.062], [-2.505, 1.317, 5.931], [3.078, -0.002, 4.033], [-2.769, -0.847, 5.847], [-2.741, -1.208, 3.492], [-3.615, 1.649, 3.106], [-3.456, 0.303, 1.946], [-1.162, 0.714, 1.534], [-2.004, 2.229, 1.436], [0.336, 2.145, 2.697], [-0.069, 2.889, 4.948], [-3.067, 2.758, 4.397], [-2.157, 3.411, 5.764], [-1.658, 1.175, 6.627], [-3.386, 1.513, 6.566], [3.872, 0.354, 4.678], [2.276, 0.750, 3.988], [3.448, -0.232, 3.031], [0.088, -2.270, -4.717], [2.049, 0.379, -4.985], [-0.513, -0.680, -5.347], [0.301, 0.402, -5.468], [-0.746, -3.450, -5.872], [-1.921, -3.146, -6.573], [-2.523, -4.113, -7.389], [-1.948, -5.377, -7.525], [-0.753, -5.676, -6.858], [-0.143, -4.715, -6.049], [-0.912, -2.405, -3.184], [-0.557, -1.538, -2.130], [-1.297, -1.543, -0.949], [-2.393, -2.406, -0.808], [-2.731, -3.278, -1.848], [-1.979, -3.298, -3.029], [2.713, 1.143, -6.554], [2.667, 0.341, -7.714], [3.019, 0.876, -8.954], [3.441, 2.209, -9.053], [3.533, 2.993, -7.899], [3.198, 2.454, -6.649], [2.116, 1.809, -3.847], [3.253, 1.902, -3.014], [3.421, 3.017, -2.195], [2.455, 4.031, -2.174], [1.308, 3.912, -2.964], [1.123, 2.789, -3.782], [-1.583, -0.599, -5.582], [-0.051, 1.326, -5.952], [-2.378, -2.164, -6.491], [-3.447, -3.866, -7.915], [-2.429, -6.132, -8.151], [-0.297, -6.659, -6.969], [0.799, -4.936, -5.545], [0.292, -0.861, -2.252], [-1.017, -0.875, -0.131], [-2.981, -2.394, 0.114], [-3.581, -3.953, -1.744], [-2.233, -3.997, -3.827], [2.324, -0.693, -7.641], [2.960, 0.254, -9.850], [3.705, 2.630, -10.025], [3.865, 4.030, -7.966], [3.289, 3.075, -5.756], [3.999, 1.106, -3.032], [4.312, 3.100, -1.572], [2.591, 4.907, -1.535], [0.548, 4.692, -2.953], [0.214, 2.695, -4.374], [-1.406, 0.837, 9.905], [0.135, -0.113, 9.364], [1.581, 0.862, 10.068], [0.071, -1.804, 10.202], [0.476, -0.417, 7.562], [0.903, -0.852, 6.465], [-1.451, 0.838, 11.007], [-2.343, 0.396, 9.544], [-1.378, 1.887, 9.586], [1.538, 0.884, 11.166], [2.520, 0.388, 9.754], [1.568, 1.891, 9.686], [-0.786, -2.383, 9.834], [0.986, -2.354, 9.944], [0.004, -1.728, 11.297]], "forces_ev_per_a": [[-0.152, 1.367, 0.893], [0.540, -0.221, -0.113], [-0.077, -0.311, 0.576], [0.199, 0.301, -0.625], [-0.294, -0.076, -0.334], [0.323, 0.226, 0.539], [0.362, -0.031, -0.301], [-0.236, 0.093, 0.673], [-0.372, 0.153, -0.117], [-0.308, -0.749, -0.854], [0.238, 0.168, -0.344], [-0.216, 0.174, 0.310], [0.057, -0.479, -0.297], [-0.041, 0.385, 0.242], [-0.097, 0.090, 0.273], [0.082, -0.131, 0.122], [-0.285, -0.057, 0.233], [-0.207, -0.234, -0.488], [0.319, 0.117, 0.247], [-0.157, -0.138, -0.256], [-0.255, -0.121, -0.272], [0.205, 0.026, -0.096], [0.132, -0.106, 0.136], [0.214, -0.142, -0.057], [0.154, 0.477, 0.032], [0.430, -0.601, -0.102], [0.670, -0.044, -0.342], [0.357, 1.347, 0.043], [-1.003, -0.856, -0.365], [0.054, -0.067, -0.045], [0.033, -0.622, -0.134], [0.208, 0.157, 0.135], [0.116, 0.056, 0.151], [-0.150, 0.216, -0.011], [-0.477, 0.305, -0.047], [-0.228, 0.131, 0.090], [-0.383, -0.338, -0.086], [-0.048, -0.159, -0.087], [0.087, -0.001, -0.201], [0.219, 0.069, 0.120], [-0.020, 0.295, 0.322], [-0.018, -0.049, -0.078], [-0.015, 0.463, 0.078], [0.075, 0.146, 0.161], [-0.066, -0.081, 0.279], [0.043, -0.347, -0.001], [-0.175, -0.048, -0.314], [0.157, -0.050, 0.334], [-0.473, 0.330, -0.309], [-0.076, 0.087, 0.028], [-0.065, -0.183, -0.188], [0.049, -0.230, 0.049], [0.391, 0.385, 0.271], [0.446, 0.187, -0.107], [-0.172, -0.419, 0.302], [0.021, -0.255, 0.018], [0.252, -0.111, 0.107], [0.173, 0.242, 0.190], [-0.090, 0.228, -0.004], [-0.260, 0.056, -0.085], [-0.233, -0.158, 0.060], [-0.111, -0.169, -0.242], [0.201, -0.019, -0.337], [0.224, 0.167, 0.019], [0.034, 0.257, 0.208], [0.066, 0.254, -0.025], [0.024, 0.175, 0.265], [-0.096, -0.134, 0.306], [-0.050, -0.296, 0.011], [-0.103, -0.167, -0.249], [-0.177, 0.220, -0.016], [-0.252, -0.023, -0.130], [-0.030, -0.302, -0.223], [0.166, -0.159, 0.071], [0.265, 0.115, 0.137], [-0.157, 0.029, -0.274], [0.203, -0.015, 0.463], [0.029, -0.136, -0.164], [0.071, 0.009, -0.194], [0.641, -0.887, -1.838], [-1.129, 0.252, 2.302], [0.135, -0.081, -0.325], [0.139, 0.070, 0.010], [-0.015, -0.185, -0.014], [0.022, 0.035, -0.259], [-0.093, 0.166, 0.130], [0.067, -0.173, 0.112], [0.170, 0.069, 0.107], [-0.196, 0.024, 0.096], [-0.008, 0.042, -0.304]]}

***

Entry 2:
{"formula": "C4H15N2O3S", "method": "the ωB97M-V functional and the def2-TZVPD basis", "total_energy_ha": -894.6224, "homo_ev": -12.63, "relative_energy_ev": 0.281, "charge": 1, "symbols": ["O", "C", "N", "C", "C", "S", "C", "N", "H", "H", "H", "H", "H", "H", "H", "H", "H", "H", "H", "H", "H", "O", "H", "H", "O"], "positions_angstrom": [[0.620, 0.360, 2.008], [0.181, 0.691, 0.912], [0.934, 1.029, -0.138], [0.470, 1.395, -1.467], [0.552, 0.271, -2.478], [-0.655, -1.081, -2.335], [-1.332, 0.670, 0.722], [-1.880, 0.096, 1.986], [1.922, 0.811, -0.102], [-0.556, 1.730, -1.404], [1.033, 2.244, -1.858], [0.455, 0.679, -3.485], [1.524, -0.214, -2.571], [-1.566, -0.652, -3.218], [-1.565, -0.064, -0.037], [-1.823, 1.602, 0.441], [-1.478, -0.852, 2.021], [-1.606, 0.637, 2.802], [-2.889, 0.011, 1.898], [-1.285, -2.811, 0.178], [-0.602, -2.974, 1.564], [-1.228, -2.430, 1.071], [3.350, 0.169, 1.667], [4.044, -1.000, 0.988], [3.379, -0.317, 0.834]], "forces_ev_per_a": [[-0.166, 0.096, -0.261], [0.355, 0.110, 0.289], [0.092, 0.119, -0.675], [-0.234, -0.225, -0.010], [0.171, -0.249, -1.174], [0.008, -0.166, 0.207], [-0.042, -0.189, -0.024], [-0.153, 0.239, -0.589], [0.129, -0.112, 0.555], [-0.292, 0.146, -0.011], [0.187, -0.025, 0.275], [-0.315, 0.176, 0.057], [0.127, 0.087, 0.658], [0.040, 0.128, 0.030], [-0.052, -0.099, -0.351], [0.184, 0.059, 0.366], [-0.085, -0.106, 0.187], [0.091, -0.051, 0.114], [-0.120, 0.025, 0.284], [0.085, 0.180, 0.382], [-0.019, -0.084, -0.164], [0.028, -0.094, -0.115], [-0.130, -0.049, -0.003], [-0.096, 0.119, -0.207], [0.209, -0.039, 0.179]]}

***

Entry 3:
{"formula": "C34H27N4O4STeW", "method": "the ωB97M-V functional and the def2-TZVPD basis", "total_energy_ha": -2564.9826, "homo_ev": -10.35, "relative_energy_ev": 0.571, "charge": 1, "symbols": ["W", "O", "C", "C", "C", "C", "C", "C", "C", "N", "C", "C", "N", "C", "C", "C", "C", "C", "C", "C", "O", "H", "H", "H", "H", "H", "H", "H", "H", "H", "H", "H", "H", "H", "H", "O", "C", "C", "C", "C", "C", "C", "C", "N", "N", "C", "O", "C", "C", "C", "C", "C", "C", "H", "H", "H", "H", "H", "H", "H", "H", "H", "H", "Te", "C", "C", "C", "C", "S", "H", "H", "H"], "positions_angstrom": [[-0.146, 0.182, -0.568], [1.106, -1.289, -0.052], [0.859, -2.587, -0.078], [1.243, -3.398, 0.994], [0.956, -4.746, 0.941], [0.332, -5.322, -0.172], [0.008, -4.543, -1.254], [0.246, -3.158, -1.213], [0.097, -2.338, -2.371], [0.071, -1.045, -2.372], [0.259, -0.331, -3.642], [0.910, 0.974, -3.206], [0.143, 1.473, -2.073], [-0.929, 2.400, -2.444], [-1.166, 3.426, -1.419], [-1.283, 4.790, -1.655], [-1.537, 5.650, -0.596], [-1.670, 5.156, 0.694], [-1.552, 3.797, 0.950], [-1.300, 2.957, -0.120], [-1.194, 1.616, 0.042], [1.739, -2.952, 1.845], [1.226, -5.374, 1.780], [0.127, -6.383, -0.182], [-0.440, -4.988, -2.134], [0.078, -2.850, -3.333], [-0.708, -0.154, -4.121], [0.880, -0.920, -4.317], [0.948, 1.715, -4.005], [1.940, 0.777, -2.896], [-0.794, 2.802, -3.444], [-1.184, 5.176, -2.662], [-1.632, 6.712, -0.775], [-1.868, 5.836, 1.511], [-1.666, 3.394, 1.947], [1.380, 1.069, 0.176], [2.028, 1.209, 1.343], [3.273, 1.830, 1.310], [3.960, 2.048, 2.491], [3.427, 1.662, 3.716], [2.195, 1.044, 3.749], [1.480, 0.803, 2.568], [0.228, 0.103, 2.658], [-0.483, -0.234, 1.650], [-1.609, -0.998, 1.945], [-2.142, -1.405, 0.855], [-1.604, -1.055, -0.328], [-3.367, -2.203, 0.783], [-3.902, -2.554, -0.453], [-5.077, -3.285, -0.508], [-5.717, -3.665, 0.663], [-5.182, -3.314, 1.897], [-4.010, -2.584, 1.961], [3.678, 2.139, 0.357], [4.927, 2.532, 2.455], [3.971, 1.843, 4.631], [1.768, 0.732, 4.694], [-0.128, -0.207, 3.638], [-3.407, -2.242, -1.363], [-5.499, -3.553, -1.468], [-6.636, -4.233, 0.616], [-5.684, -3.609, 2.809], [-3.587, -2.301, 2.916], [-2.794, 1.211, -2.747], [-4.068, 2.155, -1.402], [-4.773, 3.318, -1.577], [-5.575, 3.652, -0.464], [-5.489, 2.728, 0.539], [-4.418, 1.471, 0.141], [-4.721, 3.916, -2.475], [-6.197, 4.533, -0.414], [-6.009, 2.738, 1.482]], "forces_ev_per_a": [[1.798, 0.406, 0.870], [-0.109, -0.078, 0.030], [-0.181, -0.104, -0.219], [-0.080, -0.156, -0.132], [0.064, 0.098, 0.092], [-0.034, -0.075, -0.045], [0.032, 0.001, 0.045], [0.062, -0.014, 0.139], [-0.018, 0.033, -0.043], [0.042, -0.100, 0.092], [-0.002, 0.054, 0.016], [0.132, -0.060, -0.047], [-0.764, -0.076, -0.520], [-0.086, -0.611, -0.085], [0.036, 0.364, 0.103], [-0.048, -0.060, -0.026], [0.010, 0.038, -0.077], [-0.016, -0.053, 0.144], [-0.028, 0.065, -0.077], [0.118, -0.052, -0.101], [-0.476, -0.036, 0.364], [0.003, 0.033, 0.000], [-0.004, -0.010, -0.004], [-0.002, -0.001, -0.007], [-0.005, 0.033, -0.023], [-0.021, 0.051, -0.019], [0.007, -0.010, 0.014], [0.018, 0.050, -0.016], [-0.019, -0.029, -0.011], [-0.019, -0.007, 0.026], [0.379, 0.183, 0.128], [0.006, -0.012, -0.009], [0.003, 0.002, -0.019], [-0.003, -0.003, 0.001], [0.009, -0.036, 0.003], [-0.247, -0.003, -0.120], [0.113, 0.033, 0.053], [-0.101, -0.062, 0.070], [0.086, 0.053, -0.052], [-0.017, -0.016, 0.075], [-0.006, 0.005, -0.101], [0.156, 0.083, -0.025], [-0.151, -0.161, -0.033], [-0.092, -0.062, 0.156], [-0.048, 0.038, -0.122], [-0.036, 0.261, -0.064], [0.032, 0.066, -0.229], [0.016, -0.065, 0.188], [-0.014, 0.008, -0.013], [-0.016, -0.009, -0.014], [-0.005, -0.005, 0.008], [0.022, 0.013, -0.013], [-0.026, -0.035, -0.005], [-0.011, -0.004, -0.020], [-0.004, -0.004, 0.002], [0.007, 0.003, -0.004], [-0.022, -0.011, -0.002], [0.015, 0.014, 0.001], [0.013, 0.013, 0.008], [-0.003, -0.003, -0.001], [-0.003, -0.002, -0.008], [-0.005, -0.004, 0.002], [0.019, 0.012, -0.010], [-0.588, 0.174, -0.234], [-0.108, -0.026, 0.116], [0.210, -0.067, -0.219], [-0.084, -0.044, 0.221], [-0.044, 0.204, -0.072], [0.106, -0.146, -0.133], [0.029, -0.039, -0.028], [-0.014, -0.001, 0.014], [0.013, -0.038, 0.020]]}